Version P
13
Properties=species:S:1:pos:R:3 method="wB97M-V/def2-TZVPD" total_charge=0 e_homo_ev=-9.3 spin_multiplicity=1 e_lumo_ev=0.8
H -0.23 1.80 -0.50
N 0.78 1.86 -0.31
C 1.13 1.18 0.69
N 0.39 0.81 1.83
H 2.18 0.90 0.92
H 0.72 -0.02 2.30
H -0.61 0.74 1.66
N -0.89 -0.69 -1.55
C -0.60 -1.61 -0.60
O -0.11 -1.45 0.50
H -0.26 0.08 -1.77
H -1.54 -1.01 -2.25
H -0.95 -2.59 -0.93

Version Q
13
Properties=species:S:1:pos:R:3 method="wB97M-V/def2-TZVPD" total_charge=0 e_homo_ev=-7.9 spin_multiplicity=1 e_lumo_ev=0.7
C 1.36 0.78 1.75
N 0.72 0.57 0.33
N 0.98 -0.68 -0.36
C -0.24 -1.21 -0.60
N -1.35 -0.60 -0.76
O -1.51 0.82 -0.71
H 2.23 0.01 1.80
H 0.33 0.74 2.40
H 1.66 1.81 1.89
H 1.36 1.25 -0.38
H -0.37 0.54 0.15
H -0.18 -2.22 -1.02
H -2.14 -1.14 -0.56

Which of them is least stable? Easy: version Q.

Version P
13
Properties=species:S:1:pos:R:3 method="wB97M-V/def2-TZVPD" total_charge=0 e_homo_ev=-9.3 spin_multiplicity=1 e_lumo_ev=0.9
H 0.91 -2.25 0.63
N 0.25 -1.48 0.56
C 0.87 -0.42 0.20
N 2.18 -0.36 -0.12
O 0.26 0.77 0.06
C -1.16 0.83 0.51
N -2.04 0.69 -0.62
H 2.43 0.47 -0.66
H 2.59 -1.21 -0.48
H -1.25 1.83 0.93
H -1.40 0.12 1.30
H -1.68 1.28 -1.37
H -1.96 -0.27 -0.95

Version Q
13
Properties=species:S:1:pos:R:3 method="wB97M-V/def2-TZVPD" total_charge=0 e_homo_ev=-7.9 smiles="C/C(O)=N/NN" spin_multiplicity=1 e_lumo_ev=0.7
C -1.96 0.78 0.17
C -0.74 -0.08 -0.21
O -0.87 -1.41 -0.27
N 0.42 0.41 -0.29
N 1.53 -0.41 -0.51
N 2.64 0.11 0.36
H -1.98 0.90 1.23
H -1.89 1.71 -0.29
H -3.05 0.40 -0.15
H -1.79 -1.60 -0.04
H 1.18 -1.33 -0.21
H 2.99 0.96 -0.01
H 3.51 -0.43 0.22

Version R
13
Properties=species:S:1:pos:R:3 method="wB97M-V/def2-TZVPD" total_charge=0 e_homo_ev=-10.1 smiles="[H]/N=C/N.NC=O" spin_multiplicity=1 e_lumo_ev=0.5
H -1.07 1.74 -2.27
N -0.34 0.97 -2.42
C 0.26 1.11 -1.29
N 1.63 0.58 -1.11
H -0.13 1.81 -0.53
H 1.89 0.46 -0.09
H 2.41 0.89 -1.65
N -0.80 -1.33 0.91
C -0.77 -1.23 2.27
O -1.62 -1.71 3.05
H -1.05 -2.15 0.38
H -0.40 -0.66 0.25
H 0.00 -0.47 2.52

Which of them is least stable? Easy: version Q.

Version P
13
Properties=species:S:1:pos:R:3 method="wB97M-V/def2-TZVPD" total_charge=0 e_homo_ev=-9.2 smiles="C=NN.C=NO" spin_multiplicity=1 e_lumo_ev=1.0
C 1.70 0.89 -0.14
N 2.69 0.34 0.41
N 3.08 -0.85 -0.11
H 1.35 1.86 0.22
H 1.16 0.41 -0.98
H 2.30 -1.40 -0.50
H 3.53 -1.37 0.65
C -3.47 -0.22 0.47
N -2.66 -0.18 -0.50
O -1.37 0.17 -0.09
H -3.11 -0.03 1.47
H -4.49 -0.50 0.26
H -0.98 0.41 -0.94

Version Q
13
Properties=species:S:1:pos:R:3 method="wB97M-V/def2-TZVPD" total_charge=0 e_homo_ev=-9.0 spin_multiplicity=1 e_lumo_ev=0.7
C -2.23 0.15 0.08
C 0.15 0.21 -0.15
H -3.11 -0.73 -0.38
H -2.20 1.46 -0.66
H -2.32 0.48 1.46
H -0.91 -1.34 -0.95
H 1.33 -1.34 0.53
H 3.33 -0.49 -0.38
H 2.86 1.04 0.85
N -0.94 -0.60 -0.10
N 1.40 -0.50 0.00
N 2.62 0.27 -0.11
O 0.02 1.39 -0.19

Version R
13
Properties=species:S:1:pos:R:3 method="wB97M-V/def2-TZVPD" total_charge=0 e_homo_ev=-8.5 spin_multiplicity=1 e_lumo_ev=0.6
C 0.48 -0.18 -0.09
N -0.47 0.00 -1.11
N 1.25 -1.32 -0.16
N 1.04 0.94 0.48
C -1.58 0.30 -0.12
O -1.78 1.48 0.24
H -0.28 0.81 -1.70
H -0.81 -0.42 0.77
H 1.80 -1.57 0.64
H 1.60 0.79 1.31
H 0.79 -2.09 -0.63
H 0.35 1.68 0.60
H -2.39 -0.43 -0.22

Which of them is least stable? Easy: version Q.

Version P
13
Properties=species:S:1:pos:R:3 method="wB97M-V/def2-TZVPD" total_charge=0 e_homo_ev=-8.0 smiles="CO/C(N)=N/N" spin_multiplicity=1 e_lumo_ev=0.9
C -1.34 -0.13 -1.61
O -1.18 -0.66 -0.31
C -0.05 -0.30 0.34
N 0.08 -1.00 1.53
N 0.73 0.55 -0.18
N 1.95 0.88 0.41
H -1.42 0.96 -1.57
H -2.25 -0.57 -2.01
H -0.48 -0.39 -2.24
H -0.77 -1.45 1.83
H 0.59 -0.54 2.27
H 2.19 1.81 0.09
H 1.95 0.84 1.43

Version Q
13
Properties=species:S:1:pos:R:3 method="wB97M-V/def2-TZVPD" total_charge=0 e_homo_ev=-8.9 smiles=NNN[C@@H]1CO1 spin_multiplicity=1 e_lumo_ev=1.1
N -1.10 -0.37 -1.61
N 0.27 -0.19 -1.57
N 0.74 0.68 -0.57
C 0.86 -0.06 0.95
C -0.44 0.03 1.56
O 0.72 0.74 2.02
H -1.39 -0.26 -0.68
H -1.49 0.43 -1.99
H 0.79 -1.12 -1.58
H 1.52 1.13 -0.81
H 1.61 -0.84 0.89
H -1.27 0.55 1.10
H -0.81 -0.73 2.29

Which of them is least stable? Easy: version Q.